2 unconnected molecules or ions with the total composition C6H16, computed with ωB97M-V/def2-TZVPD.

Energy relative to the best compared isomer or geometry (same formula, charge and spin) ... 250.9 kJ/mol
SMILES string ... CC(C)C.CC

Structure (ORCA input):
```
! RIJCOSX wB97M-V def2-TZVPD def2/J DEFGRID3
* xyz 0 1
C 0.347 -1.352 2.434
C 0.949 -1.463 1.021
C 0.139 -0.367 0.155
C 2.435 -1.322 1.120
H 0.842 -0.607 3.098
H 0.628 -2.194 3.147
H -0.859 -1.283 2.413
H 0.812 -2.336 0.473
H -0.909 -0.924 -0.063
H -0.082 0.651 0.581
H 0.724 -0.422 -0.871
H 3.067 -2.091 1.450
H 2.899 -1.125 0.013
H 2.717 -0.519 1.796
C -1.734 2.651 -1.743
C -1.945 1.551 -2.746
H -1.714 3.620 -2.166
H -2.720 2.858 -1.231
H -0.813 2.582 -1.183
H -1.498 1.975 -3.583
H -1.321 0.563 -2.532
H -2.917 1.073 -2.790
*
```

Löwdin population analysis, charges in e, atoms 1 to 6: -0.129, -0.501, -0.104, -0.120, 0.070, 0.077



2 unconnected molecules or ions with the total composition C6H16, computed with ωB97M-V/def2-TZVPD.

Energy relative to the best compared isomer or geometry (same formula, charge and spin) ... 151.9 kJ/mol

Structure (ORCA input):
```
! RIJCOSX wB97M-V def2-TZVPD def2/J DEFGRID3
* xyz 1 2
C 1.103 1.594 0.957
C 1.004 1.383 2.520
C 1.674 0.365 0.307
C -0.323 1.868 0.374
H 1.767 2.439 0.790
H 0.133 1.915 2.910
H 2.688 0.079 0.704
H 1.159 -0.571 0.490
H 2.005 0.549 -0.723
H -1.070 1.973 1.143
H -0.299 2.760 -0.227
H -0.701 1.052 -0.233
H 1.875 1.799 2.973
H 1.041 0.327 2.791
C -2.151 -2.398 -1.432
C -1.068 -2.482 -2.484
H -2.968 -3.049 -1.715
H -1.759 -2.379 -0.422
H -2.495 -1.365 -1.632
H -1.101 -3.486 -2.935
H -0.190 -1.921 -2.147
H -1.243 -1.914 -3.432
*
```

Löwdin population analysis, charges in e, atoms 1 to 6: -0.432, -0.064, -0.138, -0.071, 0.126, 0.070



A molecular structure, C6H16AgB2ClFNO4S, computed with ωB97M-V/def2-TZVPD.

E_tot ... -1748.586158 a.u.

Structure (ORCA input):
```
! RIJCOSX wB97M-V def2-TZVPD def2/J DEFGRID3
* xyz 1 2
N -2.471 -0.591 1.860
B -1.097 -0.175 1.597
O -0.288 0.181 2.624
B -0.533 -0.369 -0.047
C 0.998 -0.234 -0.441
C 1.905 -1.148 0.444
C 2.859 -0.318 1.301
O 4.040 -0.063 0.560
C -1.458 0.670 -1.071
C -0.873 2.030 -1.397
C 0.036 2.047 -2.619
Cl 0.309 3.735 -3.130
S -1.115 -2.204 -0.230
O -2.523 -2.171 -0.563
O -0.759 -3.031 0.898
F -0.394 -2.789 -1.492
H -2.807 -0.251 2.761
H -3.118 -0.301 1.132
H -0.139 1.123 2.777
H 1.303 0.812 -0.348
H 1.173 -0.488 -1.491
H 2.520 -1.758 -0.219
H 1.346 -1.819 1.095
H 3.096 -0.864 2.221
H 2.389 0.623 1.608
H 4.283 0.868 0.622
H -1.544 0.040 -1.965
H -2.457 0.776 -0.648
H -0.369 2.492 -0.543
H -1.712 2.694 -1.626
H 1.020 1.636 -2.423
H -0.427 1.539 -3.462
Ag -3.193 -2.692 2.217
*
```

Löwdin population analysis, charges in e, atoms 1 to 6: 0.093, -0.504, 0.218, -0.469, -0.125, -0.150



A molecular structure, C6H16AlS, computed with ωB97M-V/def2-TZVPD.

E_tot ... -878.842040 a.u.

Structure (ORCA input):
```
! RIJCOSX wB97M-V def2-TZVPD def2/J DEFGRID3
* xyz -1 1
C -0.212 3.042 -0.324
C -1.364 2.158 -0.833
C -1.261 0.663 -0.477
Al -0.486 0.133 1.322
C -0.629 -1.921 1.424
S 0.832 -2.991 1.285
C 1.950 -2.065 0.220
C 1.460 -1.843 -1.218
H -0.489 3.571 0.590
H 0.070 3.802 -1.059
H 0.670 2.443 -0.099
H -2.304 2.551 -0.433
H -1.435 2.290 -1.921
H -2.280 0.249 -0.459
H -0.760 0.133 -1.299
H 1.047 0.622 1.558
H -1.450 0.739 2.496
H -1.347 -2.250 0.663
H -1.051 -2.200 2.393
H 2.168 -1.111 0.698
H 2.865 -2.661 0.232
H 2.139 -2.300 -1.942
H 1.396 -0.779 -1.450
H 0.471 -2.273 -1.367
*
```

Löwdin population analysis, charges in e, atoms 1 to 6: -0.156, -0.360, -0.321, 0.215, -0.624, 0.680



Q: What is the formula in the third record?
A: C6H16AgB2ClFNO4S